1 | # C6H8O2

A structure of composition C6H8O2 (ωB97M-V with the def2-TZVPD basis set, OMol25).

```
16
C6H8O2 (ωB97M-V with the def2-TZVPD basis set)
C 0.22 -0.73 0.00
C 1.09 -0.57 1.16
C 1.49 0.20 -0.12
C 0.73 1.57 -0.39
C -1.14 0.07 -0.16
C -2.44 -0.39 0.29
H -0.68 -1.94 -1.32
H 1.74 -1.38 1.43
H 0.63 0.23 1.76
H 2.51 -0.02 -0.70
H 1.00 2.35 0.21
H 1.10 1.99 -1.39
H -2.89 -1.44 0.48
H -3.14 0.62 -0.07
O 0.45 -2.01 -0.88
O -0.65 1.46 -0.30
```

## Properties
Frontier orbital gap ... 9.594 eV
Molecular weight ... 112.13 g mol⁻¹

***

2 | # C6H8O2

A structure of composition C6H8O2 (ωB97M-V with the def2-TZVPD basis set, OMol25).

```
16
C6H8O2 (ωB97M-V with the def2-TZVPD basis set)
C -0.99 -0.17 0.03
C 0.06 -0.70 -0.97
C 0.97 -0.14 0.10
C -0.06 -0.65 1.15
C 0.62 1.38 0.11
C -0.68 1.34 0.03
H -2.75 -0.33 -0.69
H 0.10 -0.19 -1.92
H 0.13 -1.81 -1.05
H 2.80 -0.17 -0.60
H -0.06 -0.10 2.10
H 0.05 -1.72 1.35
H 1.27 2.27 0.19
H -1.45 2.16 -0.08
O -2.31 -0.60 0.13
O 2.29 -0.58 0.12
```

## Properties
Frontier orbital gap ... 10.252 eV
Molecular weight ... 112.13 g mol⁻¹

***

3 | # C6H8O2

The molecule C6H8O2 (ωB97M-V with the def2-TZVPD basis set, OMol25).

```
16
C6H8O2 (ωB97M-V with the def2-TZVPD basis set)
C 0.03 0.15 -1.23
C 0.91 -1.58 1.40
C 0.17 1.62 -1.34
C 0.39 -0.28 0.84
C -0.72 -0.52 -0.24
C -2.08 0.21 0.37
O 0.58 0.78 1.40
O -2.27 1.25 0.82
H 0.20 -0.42 -2.14
H -0.94 -1.56 -0.42
H 1.82 -1.39 1.96
H 0.17 -2.00 2.08
H 1.13 -2.31 0.61
H -0.80 2.10 -1.48
H 0.62 2.05 -0.44
H 0.81 1.90 -2.18
```

## Properties
Frontier orbital gap (alpha / beta) ... 7.559 / 7.818 eV
Molecular weight ... 112.13 g mol⁻¹

***

4 | # C6H8O2

A structure of composition C6H8O2 (ωB97M-V with the def2-TZVPD basis set, OMol25).

```
16
C6H8O2 (ωB97M-V with the def2-TZVPD basis set)
C -0.67 1.74 0.70
C 1.64 -1.10 -0.39
C -0.09 0.50 0.67
C 0.45 -0.17 -0.56
O -0.92 2.53 -0.39
O 0.35 -0.07 1.86
C -0.97 -0.88 -0.49
C -1.91 -1.58 -0.77
H -0.46 2.17 -1.17
H 0.21 0.57 2.57
H -1.18 2.12 1.58
H 0.44 0.42 -1.47
H 1.53 -1.96 -1.05
H 2.56 -0.57 -0.62
H 1.70 -1.49 0.62
H -2.69 -2.21 -1.09
```

## Properties
Frontier orbital gap ... 8.187 eV
Molecular weight ... 112.13 g mol⁻¹

***

Which one sits at the bottom of the stability order? 1 does.

***

1 | # C6H8O2

The molecule C6H8O2 (ωB97M-V with the def2-TZVPD basis set, OMol25).

```
16
C6H8O2 (ωB97M-V with the def2-TZVPD basis set)
C -2.44 0.10 0.05
C -1.15 -0.80 0.39
C -0.06 -0.54 -0.52
C 1.46 -0.89 -0.57
C 1.05 1.48 0.22
C 0.05 0.26 0.58
H -3.17 0.02 0.76
H -1.43 -1.57 1.23
H -0.28 -0.14 -1.50
H 1.78 -1.40 0.44
H 1.88 -1.41 -1.51
H 1.20 2.26 1.01
H 0.65 1.79 -0.73
H 0.71 -0.35 1.40
O -2.34 0.77 -0.92
O 2.08 0.43 -0.33
```

## Properties
Frontier orbital gap ... 9.814 eV
SMILES string ... O=CC1[C@@H]2COC[C@@H]12
Molecular weight ... 112.13 g mol⁻¹

***

2 | # C6H8O2

A structure of composition C6H8O2 (ωB97M-V with the def2-TZVPD basis set, OMol25).

```
16
C6H8O2 (ωB97M-V with the def2-TZVPD basis set)
C -1.43 -0.08 1.16
C -1.21 -0.31 -0.41
C 0.06 -0.81 -0.98
C 1.81 -0.45 0.49
C 1.52 0.79 0.30
C -0.21 0.68 -1.02
H -2.71 0.38 1.11
H -0.75 0.85 1.71
H -1.37 -0.99 1.93
H -2.12 -0.20 -1.06
H 0.06 -1.44 -2.00
H 2.65 -0.90 0.90
H 2.48 1.54 0.61
H -0.30 0.94 -2.16
O 1.01 -1.38 -0.19
O 0.51 1.39 -0.38
```

## Properties
Frontier orbital gap ... 9.177 eV
Molecular weight ... 112.13 g mol⁻¹

***

Which one sits at the bottom of the stability order? 1 does.